{"formula": "CH6N3OS", "method": "ωB97M-V/def2-TZVPD", "charge": 1, "fmax_ev_per_a": 6.3, "gap_ev": [8.067, 8.066], "lumo_energy_ha": [-0.21463, -0.21445], "species": ["C", "N", "N", "N", "O", "S", "H", "H", "H", "H", "H", "H"], "coordinates": [[-0.042, 0.220, -0.988], [0.836, -1.667, -2.060], [-0.482, 0.831, 2.866], [-0.093, 0.050, 0.232], [-0.652, 1.017, -1.721], [-1.319, 0.860, 1.504], [1.315, -1.330, -2.886], [1.405, -1.925, -1.292], [-0.192, 1.743, 3.104], [-0.395, 0.041, 3.464], [0.066, -0.988, 0.421], [-0.447, 1.148, -2.644]], "nbo_charge": [0.80, -0.75, -0.94, -0.73, -0.61, 0.66, 0.36, 0.34, 0.42, 0.42, 0.46, 0.56]}



{"formula": "C3H8N2O", "method": "ωB97M-V/def2-TZVPD", "charge": 0, "fmax_ev_per_a": 3.2, "gap_ev": 10.344, "lumo_energy_ha": 0.03599, "smiles": "NCNCC=O", "species": ["O", "C", "C", "N", "C", "N", "H", "H", "H", "H", "H", "H", "H", "H"], "coordinates": [[0.074, 0.094, 3.103], [-0.191, 0.195, 1.914], [0.691, -0.188, 0.728], [0.029, 0.353, -0.509], [0.354, -0.301, -1.881], [-0.860, -0.116, -2.677], [-1.169, 0.693, 1.839], [0.826, -1.262, 0.650], [1.669, 0.260, 0.804], [-0.911, 0.240, -0.302], [1.154, 0.199, -2.439], [0.550, -1.423, -1.546], [-0.793, -0.141, -3.634], [-1.228, 0.788, -2.460]], "nbo_charge": [-0.51, 0.41, -0.33, -0.63, -0.04, -0.85, 0.13, 0.20, 0.22, 0.35, 0.18, 0.16, 0.36, 0.36]}



{"formula": "CH2F3O2P", "method": "ωB97M-V/def2-TZVPD", "charge": 0, "fmax_ev_per_a": 4.8, "gap_ev": 10.960, "lumo_energy_ha": 0.02185, "smiles": "OPOC(F)(F)F", "species": ["C", "O", "O", "F", "F", "F", "P", "H", "H"], "coordinates": [[-1.270, -0.090, -0.164], [1.876, -0.524, 0.378], [-0.271, 0.153, -0.924], [-2.127, -0.859, -0.836], [-1.883, 1.045, 0.329], [-0.945, -0.759, 1.015], [1.089, 0.769, 0.061], [1.779, -0.788, 1.225], [1.753, 1.053, -1.083]], "nbo_charge": [1.16, -0.95, -0.73, -0.31, -0.34, -0.37, 1.15, 0.50, -0.11]}



{"formula": "C8H11NS", "method": "ωB97M-V/def2-TZVPD", "charge": 0, "fmax_ev_per_a": 4.3, "gap_ev": 9.145, "lumo_energy_ha": 0.02682, "smiles": "C=NSc1ccccc1.C", "species": ["C", "C", "C", "C", "C", "C", "C", "C", "N", "S", "H", "H", "H", "H", "H", "H", "H", "H", "H", "H", "H"], "coordinates": [[0.282, -0.456, -2.690], [-0.452, 0.558, -2.083], [0.596, -1.594, -1.937], [-0.836, 0.514, -0.762], [0.195, -1.643, -0.590], [-0.636, -0.659, -0.075], [-2.836, 0.120, 2.996], [2.720, 1.278, 0.705], [-2.208, 0.003, 1.900], [-0.736, -0.747, 1.787], [0.727, -0.103, -3.607], [-0.843, 1.374, -2.656], [1.098, -2.473, -2.279], [-1.559, 1.222, -0.426], [0.189, -2.636, -0.246], [-2.507, -0.253, 4.018], [-3.911, 0.313, 2.881], [3.594, 0.786, 1.088], [1.917, 0.633, 1.069], [2.654, 1.486, -0.277], [2.551, 2.275, 1.186]], "nbo_charge": [-0.23, -0.18, -0.18, -0.24, -0.26, -0.10, -0.09, -0.85, -0.58, 0.44, 0.22, 0.21, 0.21, 0.23, 0.22, 0.15, 0.18, 0.21, 0.21, 0.21, 0.21]}



{"formula": "C5H5O4S", "method": "ωB97M-V/def2-TZVPD", "charge": -1, "fmax_ev_per_a": 4.3, "gap_ev": 7.836, "lumo_energy_ha": 0.11171, "smiles": "CS(=O)(=O)CC#CC(=O)[O-]", "species": ["C", "C", "C", "C", "C", "O", "O", "O", "O", "S", "H", "H", "H", "H", "H"], "coordinates": [[0.135, 2.172, 0.338], [-0.298, 2.889, -0.526], [-0.901, 3.743, -1.702], [0.630, 1.349, 1.322], [1.516, -0.840, -0.330], [-0.509, 3.379, -2.788], [-1.773, 4.562, -1.371], [-1.004, -0.662, 0.576], [0.806, -1.251, 2.057], [0.322, -0.462, 0.928], [1.856, 0.061, -0.618], [1.765, 1.352, 1.470], [0.015, 1.358, 2.277], [1.184, -1.380, -1.140], [2.261, -1.323, 0.211]], "nbo_charge": [-0.25, 0.04, 0.73, -0.65, -0.87, -0.71, -0.73, -0.94, -1.00, 2.17, 0.24, 0.24, 0.25, 0.24, 0.24]}



{"formula": "C22H41BrNOP3Ti", "method": "ωB97M-V/def2-TZVPD", "charge": 4, "fmax_ev_per_a": 2.8, "gap_ev": [3.040, 3.043], "lumo_energy_ha": [-0.59198, -0.59192], "species": ["Ti", "P", "P", "P", "H", "C", "C", "H", "C", "C", "C", "C", "C", "C", "C", "C", "C", "H", "H", "H", "H", "H", "H", "H", "H", "H", "H", "H", "H", "H", "H", "H", "H", "H", "H", "H", "H", "H", "H", "H", "H", "H", "H", "H", "H", "H", "C", "C", "C", "C", "C", "C", "O", "H", "H", "H", "H", "H", "H", "Br", "C", "C", "C", "C", "N", "C", "H", "H", "H", "H"], "coordinates": [[0.163, 0.547, 0.201], [-1.093, 2.197, 1.850], [0.474, -1.850, 1.059], [-2.188, 0.208, -0.675], [1.927, 1.081, -1.802], [0.908, 1.479, -1.724], [0.576, 2.601, -0.932], [1.347, 3.139, -0.373], [-0.040, 3.388, 2.779], [-1.817, 1.243, 3.248], [-2.469, 3.387, 1.529], [1.971, -2.642, 0.336], [0.855, -2.108, 2.838], [-0.856, -3.078, 0.769], [-2.677, 1.757, -1.517], [-3.569, -0.052, 0.511], [-2.635, -1.009, -1.966], [0.286, 1.221, -2.587], [-0.310, 3.182, -1.185], [0.597, 3.939, 2.077], [0.601, 2.877, 3.508], [-0.681, 4.104, 3.313], [-1.051, 0.622, 3.726], [-2.624, 0.591, 2.896], [-2.221, 1.949, 3.987], [-2.190, 4.059, 0.706], [-2.608, 3.995, 2.439], [-3.422, 2.897, 1.296], [1.732, -3.636, -0.063], [2.703, -2.766, 1.145], [2.468, -2.044, -0.437], [0.813, -3.173, 3.104], [0.143, -1.562, 3.470], [1.866, -1.744, 3.054], [-0.533, -4.078, 1.099], [-1.126, -3.132, -0.293], [-1.755, -2.805, 1.340], [-3.451, 1.526, -2.262], [-1.821, 2.199, -2.036], [-3.070, 2.493, -0.808], [-4.482, -0.308, -0.047], [-3.768, 0.850, 1.102], [-3.333, -0.883, 1.189], [-3.638, -0.758, -2.348], [-2.651, -2.031, -1.565], [-1.926, -0.975, -2.807], [0.647, -1.892, -3.356], [1.412, -3.065, -3.259], [1.362, -3.964, -4.324], [0.694, -3.650, -5.517], [0.001, -2.453, -5.623], [-0.039, -1.562, -4.542], [0.395, -1.105, -2.255], [1.003, -1.240, -1.462], [1.974, -3.271, -2.339], [1.880, -4.916, -4.226], [0.685, -4.365, -6.348], [-0.518, -2.187, -6.542], [-0.623, -0.649, -4.584], [5.560, 2.877, 0.663], [4.112, 2.056, 1.584], [4.134, 1.921, 2.965], [3.013, 1.378, 3.595], [1.926, 0.960, 2.824], [1.923, 1.050, 1.462], [3.029, 1.564, 0.852], [5.006, 2.223, 3.522], [2.962, 1.265, 4.682], [1.028, 0.543, 3.312], [3.006, 1.586, -0.230]], "nbo_charge": [1.61, 0.83, 0.74, 0.74, 0.27, -0.61, -0.44, 0.27, -0.91, -0.92, -0.91, -0.93, -0.90, -0.92, -0.91, -0.91, -0.90, 0.29, 0.26, 0.26, 0.26, 0.29, 0.24, 0.26, 0.30, 0.27, 0.30, 0.26, 0.29, 0.30, 0.24, 0.31, 0.25, 0.27, 0.30, 0.26, 0.27, 0.30, 0.24, 0.27, 0.30, 0.25, 0.26, 0.29, 0.27, 0.26, 0.40, -0.28, -0.14, -0.07, -0.15, -0.25, -0.67, 0.48, 0.23, 0.27, 0.28, 0.27, 0.24, 0.25, -0.10, -0.09, -0.20, 0.03, -0.66, 0.01, 0.29, 0.29, 0.22, 0.22]}